# 1
DFT (ωB97M-V/def2-TZVPD) results for C9H17AlClNO3P as an isolated structure.

Geometry as XYZ:
```
33
Properties=species:S:1:pos:R:3
C -1.6174 1.4674 2.9352
C -2.5568 0.6510 2.4024
Al -2.1272 -0.4252 0.7740
O -1.3403 -2.0633 0.9995
C -0.5829 -2.2035 -0.1154
Cl -1.6333 -3.0583 -1.3956
C 0.1668 -0.8230 -0.4424
N 0.4903 -0.4415 -1.8095
C -0.5299 -0.6973 -2.8503
C 0.8911 0.9300 -1.9875
C -0.1392 2.0335 -1.9487
O 2.0259 1.2075 -2.2888
P 1.7638 -1.0916 0.6252
C 2.9987 0.2053 0.2469
C 1.3232 -0.7471 2.3736
O -0.5110 0.1968 0.2644
H -1.3074 1.4582 3.9818
H -1.0634 2.1211 2.2642
H -3.5413 0.5705 2.8769
H -3.1090 -0.3786 -0.4962
H 0.2046 -2.9384 0.0444
H -0.2858 -0.0797 -3.7156
H -0.4301 -1.7225 -3.1876
H -1.5557 -0.5368 -2.5183
H -0.8592 1.8872 -1.1507
H 0.3836 2.9728 -1.7843
H -0.6836 2.0961 -2.8911
H 3.8318 0.0723 0.9400
H 3.3921 0.1016 -0.7578
H 2.6018 1.2126 0.4013
H 1.7099 -1.5553 2.9900
H 1.8292 0.1699 2.6915
H 0.2607 -0.5917 2.5285
```

Values from the calculation:
Net charge: -1
E_LUMO, eV: 3.29


# 2
DFT (ωB97M-V/def2-TZVPD) results for C32H34KN10O3S2 as an isolated structure.

Geometry as XYZ:
```
82
Properties=species:S:1:pos:R:3
K 0.3670 0.3447 1.6049
N -2.4862 2.1577 -0.5632
C -2.5081 3.2320 -1.5499
C -1.5189 2.9023 -2.6677
C -1.8649 1.5909 -3.3874
C -0.6749 0.9590 -4.1054
N 0.4013 0.6642 -3.1632
H -2.9583 2.4151 0.2939
H -1.5179 1.9821 -0.3015
H -2.2473 4.2130 -1.1248
H -3.5245 3.3117 -1.9574
H -0.5285 2.8135 -2.2165
H -1.4804 3.7280 -3.3851
H -2.6672 1.7666 -4.1109
H -2.2349 0.8812 -2.6448
H -0.2899 1.6557 -4.8614
H -1.0286 0.0640 -4.6385
H 1.1140 0.0927 -3.5973
H 0.0365 0.1251 -2.3808
O 2.2562 -0.9640 1.8688
N 1.5643 -1.7106 2.6816
C 1.0830 -2.8940 2.2469
C 0.2665 -3.6904 3.0097
C -0.0791 -3.2499 4.2888
C 0.4466 -2.0676 4.7526
C 1.3152 -1.2763 3.9715
S 2.0693 0.1216 4.5478
H 1.3805 -3.1518 1.2410
H -0.1029 -4.6200 2.6004
H -0.7528 -3.8312 4.9066
H 0.2125 -1.6898 5.7364
S -2.7629 -7.0060 -1.0561
N -3.4097 -5.7143 -0.2261
C -2.5132 -4.7281 -0.3230
C -2.6460 -3.4288 0.2658
C -3.7513 -3.0677 1.0517
C -3.8066 -1.8148 1.6083
C -2.7344 -0.9368 1.3746
N -1.6901 -1.2384 0.6417
C -1.6230 -2.4600 0.0690
C -0.4698 -2.7779 -0.7264
N 0.4667 -1.8204 -0.9204
C 1.5529 -2.1196 -1.5938
C 1.8026 -3.3874 -2.1490
C 0.8549 -4.3666 -1.9886
C -0.3175 -4.0876 -1.2696
C -1.3470 -5.0607 -1.0710
N -1.3326 -6.3103 -1.5514
H -4.5340 -3.8000 1.2078
H -4.6402 -1.5032 2.2243
H -2.7300 0.0482 1.8270
H 2.2883 -1.3266 -1.7037
H 2.7231 -3.5698 -2.6886
H 0.9848 -5.3602 -2.3997
N 3.0600 1.8884 0.0391
C 3.6594 1.0480 -0.8753
C 4.2925 -0.1266 -0.4409
C 4.9509 -0.9422 -1.3416
C 4.9929 -0.6233 -2.6953
C 4.3523 0.5282 -3.1332
C 3.6939 1.3581 -2.2403
H 2.3361 2.5145 -0.2902
H 2.8552 1.4677 0.9294
H 4.2030 -0.4077 0.6029
H 5.4217 -1.8526 -0.9892
H 5.5034 -1.2709 -3.3982
H 4.3581 0.7762 -4.1891
H 3.1723 2.2405 -2.5911
C -0.3098 6.3604 1.6561
N -0.6436 5.0239 2.0934
C -1.3986 4.7924 3.2047
C -1.6895 3.5494 3.6193
C -1.1595 2.4176 2.8566
O -1.3864 1.2440 3.1886
N -0.4111 2.6925 1.7548
C -0.1269 3.9299 1.3443
O 0.5457 4.2105 0.3437
H -0.6100 7.0750 2.4222
H -0.8134 6.6030 0.7171
H 0.7627 6.4328 1.4798
H -1.7452 5.6744 3.7319
H -2.2792 3.3572 4.5027
```

Values from the calculation:
2S+1: 2
Net charge: -2
Expectation value of S²: 0.774
E_LUMO (spin up / spin down), eV: 3.98 / 3.97


# 3
DFT (ωB97M-V/def2-TZVPD) results for an isolated ion of composition Cl2FH2P2 and charge +1.

Geometry as XYZ:
```
7
Properties=species:S:1:pos:R:3
F 0.0304 1.4793 0.9458
P -1.4314 -0.7329 0.0076
P -0.0875 0.8514 -0.5196
Cl 2.1954 0.0836 -0.5394
Cl 3.7256 -1.1000 0.2193
H -2.2781 -0.5585 -1.0916
H -2.1544 -0.0230 0.9778
```

Values from the calculation:
Net charge: +1
E_LUMO, eV: -7.94


# 4
DFT (ωB97M-V/def2-TZVPD) results for C22H50P2PtSi2 as an isolated structure.

Geometry as XYZ:
```
77
Properties=species:S:1:pos:R:3
P -0.5422 1.8556 0.6814
P 0.0992 -0.9518 -0.4582
C -1.1900 1.4520 -1.0165
C -1.3875 -0.0671 -1.1461
H -0.4295 1.7946 -1.7286
H -2.1152 1.9991 -1.2329
H -2.2463 -0.3875 -0.5438
H -1.5841 -0.3617 -2.1838
C 1.2181 -1.0847 -1.9124
H 2.0416 -1.7583 -1.6583
H 1.6438 -0.1015 -2.1309
H 0.6962 -1.4641 -2.7980
C -0.4907 -2.6802 -0.2730
H -0.9815 -3.0472 -1.1810
H -1.1880 -2.7311 0.5676
H 0.3671 -3.3181 -0.0414
C 0.0455 3.5856 0.5041
H 0.2949 4.0366 1.4708
H -0.7308 4.1775 0.0119
H 0.9319 3.5886 -0.1366
C -2.0752 2.0739 1.6745
H -2.5257 1.0955 1.8627
H -2.8013 2.7218 1.1707
H -1.8058 2.5107 2.6405
Pt 0.8756 0.2078 1.3301
C -4.0377 -0.2296 -4.3351
C -2.8795 0.0859 -4.9268
C -2.4956 1.3045 -5.7244
C -3.3890 2.5565 -5.5810
C -3.4661 3.0690 -4.1629
C -4.2703 2.6712 -3.1699
C -5.3417 1.6127 -3.1516
C -5.3215 0.5634 -4.2850
C 1.6399 1.3002 2.9753
H -4.0612 -1.1719 -3.7875
H -2.0719 -0.6406 -4.8269
H -2.4369 1.0313 -6.7898
H -1.4698 1.5769 -5.4387
H -2.9566 3.3428 -6.2110
H -4.3816 2.3567 -5.9887
H -2.7447 3.8492 -3.9194
H -4.1459 3.1809 -2.2136
H -6.3284 2.1020 -3.1391
H -5.2683 1.0849 -2.1903
H -6.1509 -0.1308 -4.1050
H -5.5333 1.0428 -5.2426
H 1.6986 0.6576 3.8608
H 1.0617 2.1950 3.2399
H 2.6606 1.6214 2.7259
C 5.1671 -2.4521 1.9172
Si 4.1137 -0.9108 1.9606
C 4.8710 0.0633 3.3925
C 4.4227 0.0268 0.3793
C 2.2502 -1.3733 1.9766
Si 1.6560 -2.2446 3.6016
C 1.9927 -1.4983 5.3062
C -0.1963 -2.4120 3.5169
C 2.3634 -3.9662 3.7434
H 6.2263 -2.1565 1.7689
H 4.8447 -3.1121 1.0882
H 5.1004 -2.9850 2.8816
H 5.9539 0.1848 3.1854
H 4.4708 1.0759 3.5490
H 4.7750 -0.5075 4.3331
H 4.1108 -0.5946 -0.4841
H 3.8399 0.9705 0.3893
H 5.5043 0.2604 0.2970
H 2.1457 -2.1336 1.1794
H 1.4551 -0.5552 5.5086
H 1.6239 -2.2151 6.0681
H 3.0766 -1.3654 5.4721
H -0.4711 -3.0231 2.6418
H -0.5615 -2.9144 4.4361
H -0.6534 -1.4027 3.4441
H 2.1499 -4.5397 2.8201
H 3.4497 -3.9263 3.9313
H 1.8887 -4.4714 4.6103
```

Values from the calculation:
2S+1: 5
Net charge: +2
Expectation value of S²: 6.015
E_LUMO (spin up / spin down), eV: -5.18 / -10.70


Results for energy: -1677.6333 -3409.5468 -1703.7894 -2248.4729 (in a.u., following the order of the records).